Computed, not measured: a 2-piece molecular cluster, C9H14 overall at a distorted geometry, with the ωB97M-V functional and the def2-TZVPD basis.

## Properties
ΔE to the lowest compared entry with this formula, charge and spin	57.9	kcal/mol
net charge	+1
2S+1	2
<S²>	0.77

Last column: Löwdin charge in e.
Cartesian coordinates (Å):
C -1.6883 -2.6763 -1.5808  -0.180
C -0.4957 -2.4016 -2.5996  -0.170
H -2.0994 -1.7096 -1.2187  0.023
H -2.7731 -3.0111 -1.7568  0.091
H -1.1790 -3.0303 -0.6387  0.059
H 0.4978 -2.5254 -1.9675  0.090
H -0.3634 -3.1139 -3.5004  0.084
H -0.4897 -1.4752 -3.1180  0.016
C -0.0719 1.9883 -0.9922  0.029
C 1.3275 2.0940 2.5430  0.021
C 1.0275 2.3630 1.1932  -0.014
C 1.3299 0.7186 2.9413  0.031
C 0.5431 1.4168 0.2831  -0.135
C 0.6171 -0.2305 2.1645  -0.014
C 0.1899 0.1413 0.8626  0.069
H 1.4422 2.9241 3.2335  0.134
H 0.9262 3.4627 1.1568  0.143
H 1.9511 0.4283 3.9225  0.186
H 0.4521 -1.2122 2.6342  0.131
H -0.0674 1.1954 -1.6299  0.052
H 0.5500 2.7399 -1.3624  0.083
H -0.5588 -0.4690 0.2410  0.146
H -1.0677 2.3828 -0.8109  0.127

---

Computed, not measured: C9H14AsF6NO4PtSSi as an isolated structure at a distorted geometry, with the ωB97M-V functional and the def2-TZVPD basis.

## Properties
ΔE to the lowest compared entry with this formula, charge and spin	4.7	kcal/mol
net charge	-1
2S+1	2
<S²>	0.79

Last column: Löwdin charge in e.
Cartesian coordinates (Å):
Pt -1.4953 -0.6278 0.5652  1.161
O -1.3611 -2.3106 1.6174  -0.483
S -2.6864 -1.9453 2.4244  0.318
O -3.4101 -3.1500 2.6884  -0.296
O -2.3588 -1.1397 3.5424  -0.317
O -3.3362 -1.0883 1.2791  -0.479
F -1.9725 1.4077 0.0107  -0.395
As -2.9599 2.7908 -0.6900  0.740
F -3.3597 1.7387 -2.0055  -0.246
F -4.3057 2.2017 0.1969  -0.226
F -2.4531 3.7217 0.6676  -0.236
F -3.8642 4.0890 -1.3590  -0.238
F -1.5308 3.2845 -1.5329  -0.246
C -0.3388 0.6710 -2.6785  -0.169
Si 0.5404 -0.6430 -1.7355  0.438
C -0.1681 -2.3395 -2.0309  -0.178
C 2.3010 -0.7252 -2.3876  -0.195
N 0.4051 -0.3678 0.0463  -0.146
C 1.3346 -0.1289 1.0073  -0.303
C 0.9621 -0.1097 2.3797  0.002
C 1.8981 0.1436 3.3580  -0.064
C 3.2260 0.3902 3.0245  -0.077
C 3.6133 0.3832 1.6862  -0.083
C 2.6940 0.1286 0.6942  -0.017
H -0.1636 0.4699 -3.7401  0.043
H 0.0365 1.6678 -2.4508  0.034
H -1.4130 0.6779 -2.5065  0.010
H -0.1111 -2.5596 -3.1009  0.034
H -1.2071 -2.4177 -1.7117  0.023
H 0.4079 -3.0983 -1.4967  0.039
H 2.2111 -1.0100 -3.4405  0.035
H 2.9017 -1.4913 -1.8939  0.036
H 2.8368 0.2246 -2.3618  0.028
H -0.0657 -0.3036 2.6570  0.078
H 1.5854 0.1496 4.3936  0.111
H 3.9544 0.5915 3.7993  0.100
H 4.6430 0.5837 1.4188  0.102
H 3.0098 0.1405 -0.3342  0.066

---

Computed, not measured: an isolated ion of composition C9H14BN2O3 and charge +1 at a distorted geometry, with the ωB97M-V functional and the def2-TZVPD basis.

## Properties
structure (SMILES)	CCB(O)c1[nH+]c(C)cc(C(=O)O)c1N
net charge	+1

Last column: Löwdin charge in e.
Cartesian coordinates (Å):
C 2.8961 0.3993 0.7038  -0.097
C 2.1294 1.1030 1.8444  -0.133
B 0.6286 0.6482 2.0032  -0.381
O -0.0029 0.5818 3.2128  0.167
C -0.1777 0.2752 0.6659  -0.004
N -0.0242 1.0935 -0.4080  0.179
C -0.5754 0.9126 -1.6130  -0.221
C -0.2894 1.8956 -2.6959  0.015
C -1.3798 -0.2101 -1.7899  0.090
C -1.5717 -1.0780 -0.7345  -0.030
C -2.4447 -2.2898 -0.9430  -0.509
O -3.5552 -2.3199 -0.5387  0.195
O -1.8947 -3.2921 -1.6337  0.173
C -0.9821 -0.8549 0.5240  -0.177
N -1.1843 -1.7636 1.5463  0.174
H 3.0249 1.0629 -0.1495  0.071
H 3.8975 0.1394 1.0273  0.080
H 2.4169 -0.5131 0.3549  0.071
H 2.6063 0.9071 2.8023  0.110
H 2.0845 2.1845 1.6873  0.118
H 0.3767 -0.0841 3.7998  0.133
H 0.5744 1.9037 -0.2970  0.177
H -0.5538 1.4947 -3.6648  0.096
H -0.8270 2.8208 -2.4960  0.106
H 0.7712 2.1381 -2.7353  0.098
H -1.8251 -0.3791 -2.7568  0.150
H -0.9339 -3.1787 -1.6338  0.136
H -1.1175 -1.3447 2.4628  0.099
H -2.0670 -2.2521 1.4551  0.113

---

Computed, not measured: a 2-piece molecular cluster, C9H14BNO2S overall at a distorted geometry, with the ωB97M-V functional and the def2-TZVPD basis.

## Properties
2S+1	3
<S²>	2.03

Last column: Löwdin charge in e.
Cartesian coordinates (Å):
B -0.5137 -1.9049 -0.6731  -0.753
C 1.1817 -0.0471 1.6015  -0.217
C -1.4590 -0.7162 -0.5790  0.135
C 1.6107 0.4536 0.3114  -0.318
C -2.1996 0.2277 -0.4717  -0.054
C 1.0888 1.5528 -0.1803  -0.644
C 3.9969 0.5315 -0.4525  -0.085
C -4.4721 0.8582 0.2039  -0.103
C 2.7003 -0.2731 -0.4497  -0.216
C -3.1163 1.3377 -0.3172  -0.260
N 0.3630 0.5810 2.3305  0.156
O -0.4790 -2.7805 0.3688  0.167
O 0.2624 -2.0448 -1.7854  0.163
S 0.4693 2.8472 -0.7561  0.748
H 1.6453 -1.0071 1.8728  0.120
H 4.3232 0.7303 0.5667  0.079
H 3.8449 1.4852 -0.9516  0.076
H 4.7840 -0.0118 -0.9692  0.073
H -5.1433 1.7033 0.3478  0.069
H -4.3487 0.3399 1.1535  0.077
H -4.9243 0.1672 -0.5043  0.075
H 2.8682 -1.2400 0.0284  0.104
H 2.3659 -0.4491 -1.4732  0.114
H -2.6743 2.0481 0.3873  0.111
H -3.2402 1.8394 -1.2818  0.116
H 0.1309 0.1213 3.2053  0.062
H 0.1101 -3.5295 0.2722  0.102
H 0.8249 -2.8204 -1.8053  0.104

---

It is found that the total energy values, taken in the order of the records, are -350.91680 -4349.28134 -711.27626 -979.53695 Ha.